Entry 1:
The following is a DFT calculation (wB97M-V/def2-TZVPD) of a molecular structure, C34H41Cl2InN7O3SSi.

Calculated values
charge = +1
frontier orbital gap = 7.9923 eV
relative energy (zero: lowest compared OMol25 entry of this formula, charge and spin) = 0.242 eV
largest force on an atom = 1.0 eV/A
HOMO energy = -10.3 eV

The geometry in XYZ format:
```
90
C34H41Cl2InN7O3SSi, DFT wB97M-V/def2-TZVPD
In -0.4923 0.4489 -0.3378
N -3.0258 7.1034 -2.0081
C -2.8589 6.0214 -1.1803
C -3.6290 4.8659 -1.3548
C -3.4106 3.7581 -0.5643
C -2.4219 3.7789 0.4153
C -1.6592 4.9253 0.6128
C -1.8769 6.0329 -0.1798
S -2.1120 2.2964 1.2980
O -2.5844 2.3619 2.6426
O -2.6410 1.2053 0.4509
N -0.5197 1.9628 1.1929
C 0.4712 2.4538 2.0179
N 0.2343 3.5233 2.7760
C 1.2370 3.9376 3.5427
C 2.4761 3.3198 3.5550
C 2.6118 2.2229 2.7222
N 1.6228 1.7742 1.9561
H -3.8723 7.1625 -2.5460
H -2.6315 7.9837 -1.7276
H -4.3964 4.8370 -2.1194
H -3.9984 2.8644 -0.7127
H -0.9096 4.9467 1.3907
H -1.2862 6.9279 -0.0248
H 1.0323 4.8022 4.1646
H 3.2864 3.6730 4.1742
H 3.5430 1.6682 2.6686
C -0.8446 1.6646 -2.1165
Si -1.7968 0.6274 -3.3046
C -2.3958 -0.8530 -2.2610
N -1.3468 -1.4438 -1.3892
C -1.9433 -2.4073 -0.4215
C -2.4041 -3.7037 -1.0736
C -1.2687 -4.3491 -1.9007
C 0.0144 -3.5224 -1.8196
C -0.2679 -2.0842 -2.2228
C -3.3421 1.4992 -3.9026
C -4.5025 1.5643 -3.1248
C -5.6293 2.2425 -3.5674
C -5.6150 2.8768 -4.8021
C -4.4724 2.8303 -5.5877
C -3.3510 2.1447 -5.1420
C -0.7610 0.1113 -4.7738
C 0.4976 0.6551 -5.0309
C 1.2071 0.3179 -6.1771
C 0.6680 -0.5759 -7.0892
C -0.5793 -1.1381 -6.8492
C -1.2835 -0.7919 -5.7067
H -1.4389 2.5184 -1.7906
H 0.1210 2.0100 -2.4769
H -2.8506 -1.6285 -2.8864
H -3.1770 -0.4629 -1.6022
H -2.7708 -1.8992 0.0743
H -1.1944 -2.6310 0.3349
H -3.2775 -3.5186 -1.6993
H -2.7303 -4.3714 -0.2754
H -1.5667 -4.4165 -2.9493
H -1.0777 -5.3655 -1.5584
H 0.7649 -3.9216 -2.5036
H 0.4470 -3.5644 -0.8177
H -0.5901 -2.0694 -3.2648
H 0.6366 -1.4774 -2.1591
H -4.5374 1.0837 -2.1529
H -6.5199 2.2701 -2.9519
H -6.4942 3.4030 -5.1514
H -4.4579 3.3217 -6.5522
H -2.4691 2.1077 -5.7725
H 0.9359 1.3583 -4.3312
H 2.1790 0.7581 -6.3626
H 1.2133 -0.8310 -7.9885
H -1.0028 -1.8403 -7.5555
H -2.2650 -1.2277 -5.5435
Cl -1.3388 -0.9498 2.7535
C 0.3524 -1.4269 2.7872
Cl 1.0841 -1.4076 1.1534
H 0.4263 -2.4398 3.1635
H 0.9093 -0.7190 3.3891
O 3.8645 -1.7139 -2.4481
C 3.1681 -1.9261 -1.5902
C 2.6246 3.6800 -2.0273
N 3.1137 2.3085 -2.1683
C 4.3053 2.0580 -2.9753
C 2.4622 1.3248 -1.6101
N 1.8831 0.4538 -1.1096
H 3.3801 4.2933 -1.5350
H 1.7153 3.6833 -1.4301
H 2.4073 4.0979 -3.0112
H 5.1403 2.6395 -2.5846
H 4.1215 2.3457 -4.0116
H 4.5566 1.0013 -2.9398
```

Results of the Mulliken charge analysis, in e, for atoms 1 through 2: atom 1 (In): 1.3179, atom 2 (N): -0.5086

Entry 2:
The following is a DFT calculation (wB97M-V/def2-TZVPD) of a molecular structure, C39H35AuClN2Si2 at a distorted geometry.

Calculated values
charge = +1
frontier orbital gap (spin up / spin down) = 6.8369 / 5.8274 eV
largest force on an atom = 3.4 eV/A
multiplicity = 3
HOMO energy (spin up / spin down) = -10.3 / -10.7 eV

The geometry in XYZ format:
```
80
C39H35AuClN2Si2, DFT wB97M-V/def2-TZVPD
C 5.2418 -2.6135 0.9815
C 4.7064 -1.5001 0.2929
C 3.6585 -0.9416 1.0926
H 5.0146 -1.1746 -0.6963
C 3.5592 -1.7369 2.2844
C 4.5216 -2.7651 2.2034
H 4.6778 -3.5594 2.9307
H 6.0399 -3.2621 0.6303
H 3.1154 -0.0174 0.8823
H 2.8230 -1.6248 3.0749
Au 1.3362 -2.1627 -0.0790
Si -0.0112 -0.3243 0.1036
C 0.4928 0.7516 -1.3507
C -0.5752 1.0666 -2.1955
H -1.5750 0.7140 -1.9311
C -0.3708 1.8478 -3.3403
H -1.2352 2.1485 -3.9515
C 0.9186 2.2936 -3.6627
H 1.0738 2.9441 -4.5327
C 2.0114 1.8937 -2.8750
H 3.0288 2.2232 -3.1254
C 1.8036 1.0967 -1.7409
H 2.6600 0.7362 -1.1558
C 0.1604 0.6004 1.7073
C 0.6303 1.9228 1.7448
H 0.9154 2.4342 0.8185
C 0.7682 2.5790 2.9778
H 1.0883 3.6337 3.0006
C 0.5034 1.8984 4.1769
H 0.6217 2.4035 5.1392
C 0.1316 0.5428 4.1437
H -0.0465 -0.0164 5.0696
C -0.0011 -0.1129 2.9147
H -0.1975 -1.1909 2.8706
H -1.3540 -0.9617 0.0431
Si -4.6136 2.0900 -0.4630
C -4.4776 2.9188 1.1958
C -4.4468 4.3215 1.3301
H -4.5723 4.9669 0.4520
C -4.2213 4.8914 2.5910
H -4.1409 5.9777 2.6865
C -4.0862 4.0721 3.7234
H -3.9002 4.5171 4.7053
C -4.2071 2.6791 3.5946
H -4.1237 2.0358 4.4718
C -4.4345 2.1031 2.3408
H -4.5592 1.0186 2.2452
C -4.1015 3.3082 -1.7724
C -2.7787 3.7558 -1.7348
H -2.1048 3.4221 -0.9374
C -2.3072 4.6158 -2.7326
H -1.2572 4.9153 -2.7157
C -3.1647 5.0661 -3.7453
H -2.7775 5.7231 -4.5310
C -4.5112 4.6623 -3.7481
H -5.1826 5.0262 -4.5314
C -4.9884 3.7903 -2.7623
H -6.0364 3.4701 -2.7465
H -6.0315 1.7595 -0.6911
Cl -3.7332 0.2431 -0.5268
C 3.7262 -3.7629 -3.5671
C 3.5661 -5.1477 -3.4627
C 2.9160 -5.6478 -2.3378
C 2.4175 -4.7656 -1.3576
N 2.5229 -3.4180 -1.5194
C 3.2071 -2.9366 -2.5775
C 1.8165 -5.1929 -0.1227
C 1.6161 -6.5329 0.2536
C 1.1031 -6.8358 1.5065
C 0.8287 -5.7866 2.4012
C 1.0454 -4.4773 1.9781
N 1.4538 -4.1926 0.7343
H 4.2454 -3.3109 -4.4122
H 3.9439 -5.8150 -4.2329
H 2.7712 -6.7145 -2.1650
H 3.3119 -1.8492 -2.6185
H 1.8859 -7.2939 -0.4808
H 0.9223 -7.8629 1.8061
H 0.4543 -5.9551 3.4005
H 0.8679 -3.6184 2.6293
```

Results of the Mulliken charge analysis, in e, for atoms 1 through 2: atom 1 (C): -0.4712, atom 2 (C): -0.5151